[1]
47
Properties=species:S:1:pos:R:3:forces:R:3 method="wB97M-V/def2-TZVPD" homo_energy_ev=-18.62 molar_mass_g_mol=534.1 spin_multiplicity=1 charge=+3 e_tot_ha=-3340.2335
Pt -0.120280 0.396466 0.095688 -0.605 -0.268 -0.252
N -0.153791 0.868935 -1.865017 0.135 0.008 -0.019
N 1.022666 0.609322 -2.615922 0.067 -0.019 0.035
C 2.099967 0.104396 -1.999724 -0.099 0.040 -0.045
N 3.185260 -0.171705 -2.674722 0.015 0.001 0.015
S 2.014846 -0.178789 -0.300327 0.183 -0.085 -0.029
H -0.922928 0.333896 -2.282083 0.006 0.000 0.004
H -0.371909 1.866991 -1.945820 -0.025 -0.013 0.012
H 0.981092 0.812477 -3.608937 -0.028 -0.002 0.003
H 3.266439 -0.042449 -3.676315 0.003 0.000 0.003
H 3.991740 -0.565440 -2.205477 0.001 -0.004 -0.016
C -1.925524 3.690143 4.686910 -0.075 0.017 0.014
C -1.360304 4.607891 3.613972 0.060 0.163 -0.043
C 0.012555 4.192025 3.089179 0.048 -0.206 -0.228
C -0.096099 2.800550 2.356964 -0.040 0.690 0.335
Ge 1.658342 2.411385 1.643804 0.162 0.451 0.512
C 2.864467 1.265013 2.631927 -0.089 -0.039 -0.138
C 3.420032 1.940373 3.909770 -0.005 -0.038 -0.049
C 4.364912 3.084796 3.577380 -0.008 -0.020 -0.013
C 3.619384 4.317412 3.106520 0.050 0.072 0.111
H -2.817474 4.137695 5.122597 -0.003 -0.041 0.019
H -1.213087 3.528862 5.497644 0.020 0.022 0.002
H -2.221590 2.714448 4.293329 0.009 -0.006 -0.004
H -1.245900 5.619039 4.010574 -0.049 -0.025 0.042
H -2.055102 4.690685 2.772643 -0.007 0.012 0.015
H 0.716040 4.127572 3.919165 0.023 -0.087 0.076
H 0.401662 4.953631 2.408414 -0.052 -0.006 -0.044
H -0.863291 2.912232 1.590365 0.091 -0.107 -0.100
H -0.435121 2.082535 3.101949 0.152 -0.284 -0.159
H 2.074775 3.186790 0.389988 -0.069 -0.183 -0.068
H 3.665682 0.971129 1.953807 0.105 -0.058 0.152
H 2.293969 0.374477 2.915953 -0.009 -0.010 -0.075
H 3.927757 1.163730 4.482276 0.036 -0.027 -0.055
H 2.600002 2.293830 4.542510 0.008 -0.010 0.008
H 5.088234 2.757035 2.826108 0.026 0.023 0.023
H 4.946421 3.342413 4.463849 -0.045 0.023 0.012
H 3.012888 4.137136 2.189217 -0.063 0.000 -0.026
H 4.289412 5.125972 2.814319 -0.018 -0.020 -0.081
H 2.954273 4.702265 3.877798 -0.042 0.009 0.001
N -3.307332 -1.070978 1.715674 -0.047 0.013 -0.003
C -3.075642 -0.039707 0.926812 0.046 -0.020 -0.043
N -3.999332 0.411065 0.083698 -0.036 -0.006 0.065
O -1.926052 0.561749 0.979550 0.131 0.052 0.070
H -4.228133 -1.474541 1.814261 0.007 -0.009 -0.005
H -2.588129 -1.402032 2.338494 0.013 0.000 0.000
H -4.928049 0.013487 0.064453 0.003 -0.002 -0.006
H -3.902388 1.343258 -0.285571 0.012 -0.003 -0.027

=====

[2]
44
Properties=species:S:1:pos:R:3:forces:R:3 method="wB97M-V/def2-TZVPD" homo_energy_ev=-8.89 molar_mass_g_mol=240.3 spin_multiplicity=1 smiles=COC[C@H](C)N.COC[C@H](C)N.OCCO e_tot_ha=-808.1511
C -14.540929 -4.147176 4.269874 0.675 1.105 -1.330
O -14.471739 -4.464708 5.615948 -0.508 -0.738 1.243
C -15.738666 -4.488053 6.305021 0.315 0.598 -0.351
C -15.659418 -4.717227 7.816926 -0.151 -1.931 0.867
C -15.161245 -6.091432 8.227027 1.492 -0.450 -0.737
N -17.021755 -4.798648 8.362862 -0.920 1.418 -0.018
H -14.681747 -4.885555 3.480525 -0.522 -1.194 0.669
H -13.562325 -3.768022 3.975492 0.171 0.354 0.311
H -15.263806 -3.373488 4.011120 -0.222 0.314 0.418
H -16.162767 -3.486307 6.236194 -0.341 0.195 -0.439
H -16.400847 -5.197008 5.808034 -0.164 -0.169 0.249
H -14.979733 -3.999391 8.276096 -0.254 0.489 0.008
H -14.080792 -6.146843 8.094166 0.070 -0.240 -0.192
H -15.631851 -6.858390 7.611883 -0.011 -0.075 0.052
H -15.339142 -6.325480 9.276633 -0.130 0.216 0.009
H -17.094379 -5.317986 9.226076 0.530 -0.431 -0.189
H -17.419430 -3.918324 8.657793 -0.024 0.541 -0.569
C -3.136452 -3.473842 -4.085308 -0.287 0.431 1.464
O -4.126607 -3.325272 -3.091569 -0.979 0.090 1.494
C -5.325822 -2.606959 -3.389223 -0.798 -2.730 -1.430
C -6.497554 -3.114719 -2.393523 1.702 2.570 -1.017
C -7.860245 -2.445367 -2.657238 0.968 -1.600 -0.020
N -6.013787 -2.616711 -1.141177 -0.185 -0.557 1.786
H -2.483098 -4.171593 -3.561492 0.451 -0.046 -0.723
H -2.656880 -2.498293 -4.165469 0.375 -0.085 -0.714
H -3.520801 -3.875825 -5.022740 0.015 0.077 -0.123
H -5.179896 -1.526934 -3.407979 -0.165 0.154 0.346
H -5.498129 -2.978334 -4.399425 -0.787 0.556 -0.567
H -6.586853 -4.200947 -2.378143 0.232 0.031 -0.217
H -8.556508 -2.923387 -1.968175 -0.172 0.216 0.020
H -8.118919 -2.759878 -3.668315 -0.471 0.758 -0.134
H -7.811184 -1.379819 -2.432983 -0.155 -0.004 -0.521
H -5.037562 -2.860090 -1.052511 0.148 0.040 0.263
H -6.091838 -1.609766 -1.132155 0.090 0.094 0.098
O -12.242967 -5.218949 -0.891458 -0.048 0.099 -0.299
C -11.132917 -4.345779 -0.810208 0.590 -0.317 1.955
C -10.476088 -4.540879 0.610232 -1.450 1.840 -0.204
O -11.138544 -3.731911 1.703628 1.506 -0.827 -1.378
H -12.481901 -5.288670 -1.818630 -0.232 -0.080 -0.021
H -10.383419 -4.549818 -1.574877 0.123 -0.305 -0.058
H -11.405590 -3.295881 -0.917247 -0.212 0.135 0.077
H -9.483701 -4.100049 0.515656 0.011 -0.018 0.422
H -10.389146 -5.595265 0.872531 -0.241 0.060 0.043
H -12.084608 -3.858165 1.806666 -0.035 -0.584 -0.542

=====

[3]
51
Properties=species:S:1:pos:R:3:forces:R:3 method="wB97M-V/def2-TZVPD" homo_energy_ev="-3.29 / -3.98" molar_mass_g_mol=751.7 s2=2.018 spin_multiplicity=3 charge=-1 e_tot_ha=-7742.5988
Pd 1.695984 1.780814 -0.128310 0.203 0.080 0.231
C 1.993757 -1.366493 -1.868586 -0.010 -0.091 0.012
Se 1.121896 0.338403 -2.170575 -0.058 0.024 -0.034
C 2.361860 1.128225 -3.460096 0.029 -0.052 0.037
C 3.832215 1.170253 -3.071423 0.013 -0.010 -0.015
Se 4.252353 2.485543 -1.681737 -0.070 0.017 -0.002
C 5.579260 1.417119 -0.751083 0.014 0.010 0.010
H 2.115063 -1.909579 -2.804104 0.034 0.017 -0.043
H 1.319575 -1.907418 -1.202801 0.076 0.123 -0.104
H 2.949871 -1.221905 -1.371839 0.052 0.017 -0.018
H 1.967231 2.135148 -3.607604 -0.019 0.001 -0.004
H 2.245466 0.578913 -4.396371 0.012 0.002 -0.008
H 4.417059 1.418064 -3.958120 0.022 -0.003 0.000
H 4.176108 0.200041 -2.713194 -0.020 -0.018 0.026
H 5.120743 0.503721 -0.376041 -0.006 0.003 -0.009
H 5.909573 2.010159 0.099441 -0.001 0.005 0.002
H 6.428154 1.196388 -1.395050 0.001 -0.004 0.000
S 2.574538 5.857330 1.281188 0.066 0.027 -0.004
Sb 0.911582 4.338626 1.202738 -0.037 -0.160 -0.102
S 0.512611 3.726308 -1.027320 -0.013 0.032 -0.021
S 2.745081 0.187082 1.267337 0.397 0.106 -0.195
S 3.027847 1.831553 2.315833 -0.034 0.029 -0.028
C -0.100350 -0.346782 2.613157 -0.187 -0.092 0.034
N -1.436897 -0.782137 2.219368 -0.003 -0.024 0.039
C -2.500131 -0.282382 3.068872 -0.030 -0.012 -0.022
P -1.753855 -1.082211 0.616314 -0.146 0.079 0.143
O -0.493454 -1.284760 -0.128841 -0.142 -0.122 0.017
N -2.690537 0.123273 -0.039171 -0.249 -0.135 0.049
C -1.952693 1.338372 -0.354856 -0.013 0.075 0.018
C -4.095232 0.358423 0.236887 0.071 -0.048 -0.022
N -2.822787 -2.377189 0.659412 0.030 0.056 -0.015
C -3.270952 -2.856317 -0.644682 -0.022 0.020 0.007
C -2.486663 -3.485439 1.541079 -0.006 -0.030 0.053
H 0.118820 -0.712345 3.620541 0.006 -0.007 0.008
H -0.007166 0.745448 2.611829 0.006 -0.014 -0.020
H 0.633217 -0.745836 1.919141 -0.205 -0.020 0.124
H -2.311416 -0.577954 4.104731 0.004 -0.002 -0.003
H -3.459097 -0.704727 2.765771 0.004 0.011 0.018
H -2.573016 0.812224 3.040029 0.001 -0.004 -0.002
H -0.898837 1.098488 -0.368326 0.216 0.223 -0.158
H -2.104468 2.118540 0.399698 -0.048 -0.015 0.011
H -2.243530 1.739400 -1.328123 0.050 -0.019 0.007
H -4.592507 -0.557954 0.541821 -0.018 -0.089 -0.004
H -4.583547 0.739095 -0.665994 0.003 -0.017 0.007
H -4.234123 1.108838 1.025778 0.018 -0.012 -0.012
H -3.460079 -2.020862 -1.314029 -0.014 0.054 0.002
H -4.195241 -3.428095 -0.523994 0.011 0.013 0.001
H -2.520916 -3.503213 -1.114841 0.007 -0.003 0.002
H -2.167560 -3.110215 2.510137 -0.001 -0.014 -0.008
H -1.683584 -4.109054 1.128380 0.001 -0.008 0.003
H -3.371229 -4.112925 1.677630 0.004 0.001 -0.008

=====

[4]
52
Properties=species:S:1:pos:R:3:forces:R:3 method="wB97M-V/def2-TZVPD" homo_energy_ev=-9.55 molar_mass_g_mol=409.5 spin_multiplicity=1 e_tot_ha=-2125.5116
N -2.527709 0.384228 -0.375240 -0.102 -0.083 0.053
C -1.496407 -0.343121 -1.096828 0.067 -0.078 0.027
C -0.100127 0.306814 -1.203257 -0.054 0.006 -0.161
Si 0.605247 1.171614 0.278276 -0.049 -0.103 -0.047
O 1.182766 0.065806 1.370898 -0.033 0.289 0.131
Si 1.589748 0.268500 2.956362 0.095 -0.294 0.096
P 2.182692 2.348828 3.612782 -0.052 -0.139 -0.009
O 2.697644 2.194484 4.981583 -0.067 0.228 -0.199
O 0.934512 3.344648 3.470140 -0.013 -0.037 -0.009
O 3.200657 3.004295 2.542948 0.091 -0.099 0.202
H -2.389200 0.368995 0.625815 0.138 0.097 -0.008
H -2.617065 1.345030 -0.678888 -0.010 -0.008 -0.020
H -1.398158 -1.323398 -0.624834 -0.010 0.043 0.008
H -1.866608 -0.529953 -2.108036 0.015 -0.020 0.043
H 0.620051 -0.459685 -1.514916 0.033 0.094 -0.023
H -0.094866 1.056316 -2.007077 -0.054 -0.032 0.050
H 1.710887 2.062056 -0.138056 0.015 -0.013 0.001
H -0.405245 2.007488 0.978485 0.039 0.047 -0.017
H 0.459155 -0.097764 3.830723 -0.036 0.044 -0.026
H 2.761182 -0.573213 3.245437 0.021 0.024 -0.007
H 0.841008 3.750579 2.597568 0.064 -0.015 0.094
H 4.109205 2.952324 2.873456 -0.047 0.023 -0.092
C -7.406791 2.989037 -4.780010 0.025 0.012 0.019
C -6.850915 1.587062 -4.887418 -0.022 -0.021 -0.043
O -5.924376 1.303163 -3.821754 -0.001 0.105 0.051
C -6.482879 0.959244 -2.659583 0.009 -0.339 -0.122
O -7.662436 0.825314 -2.454677 -0.017 0.137 0.044
O -5.509432 0.732865 -1.782562 0.001 0.090 0.007
C -5.957954 0.320980 -0.485153 0.015 0.019 0.058
H -6.597359 3.718985 -4.749950 -0.008 0.002 -0.012
H -8.032072 3.203836 -5.647432 -0.006 0.001 0.002
H -8.015162 3.095244 -3.883115 -0.002 -0.008 -0.003
H -6.260637 1.460802 -5.792900 0.005 0.010 0.011
H -7.645250 0.841872 -4.872576 0.004 0.010 0.010
H -6.622417 -0.537067 -0.564182 0.002 0.005 -0.023
H -6.486213 1.139429 0.002535 -0.022 -0.017 0.004
H -5.053933 0.064731 0.058287 -0.010 0.010 -0.056
C 8.231302 -3.385860 2.369143 -0.019 -0.028 -0.002
C 7.776987 -2.799138 1.052107 0.042 0.037 -0.012
O 6.525958 -3.372453 0.623266 -0.022 -0.071 0.078
C 5.439437 -2.859555 1.195586 0.000 0.224 -0.263
O 5.412355 -1.945058 1.979882 0.003 -0.076 0.107
O 4.372295 -3.492548 0.709122 0.015 -0.064 0.074
C 3.125475 -3.029949 1.238780 -0.057 0.004 -0.034
H 8.291622 -4.472327 2.301714 0.014 0.006 0.003
H 9.220225 -3.000773 2.620455 0.000 0.002 0.005
H 7.544242 -3.116578 3.169982 0.001 0.007 -0.005
H 8.468103 -3.041102 0.247344 -0.009 -0.012 0.007
H 7.665889 -1.717305 1.114529 -0.007 -0.010 0.006
H 3.043858 -1.949931 1.139813 -0.010 -0.007 -0.010
H 3.035613 -3.305774 2.288738 0.004 0.024 0.006
H 2.355097 -3.522016 0.652686 0.020 -0.026 0.006